A molecular structure, C44H35AsN5OOsSe, computed with wB97M-V/def2-TZVPD.

ORCA input file:
```
! RIJCOSX wB97M-V def2-TZVPD def2/J DEFGRID3
* xyz 3 5
Os 0.09 -0.07 -0.06
Se -0.10 -2.61 0.95
As -1.32 2.16 2.31
O -0.67 0.74 1.52
N 0.37 -4.11 -1.50
N 0.90 -0.58 -1.79
N 2.08 -0.03 0.46
N -1.62 -0.38 -1.17
N 2.18 -3.56 -0.48
C -3.06 3.98 -1.02
C -2.37 1.50 3.70
C 0.00 -0.89 -2.84
C -0.77 -1.58 -5.03
C -1.36 -0.76 -2.47
C -3.75 1.65 3.66
C 1.25 3.39 2.23
C 2.60 -4.25 -1.63
C 3.95 0.12 1.92
C -3.88 0.46 5.74
C -2.40 -1.03 -3.35
C -3.08 4.28 1.75
C -3.96 -0.54 -1.56
C 0.27 -1.33 -4.11
C 1.44 -5.31 -3.48
C -2.49 0.31 5.76
C 4.30 -0.25 -0.45
C -3.81 5.15 0.94
C 4.80 -0.05 0.86
C -2.35 3.25 1.15
C -2.08 -1.42 -4.68
C -1.72 0.83 4.74
C 4.53 -0.56 -2.82
C -3.81 4.99 -0.44
C -3.72 -0.90 -2.87
C 3.85 -4.60 -2.11
C -4.51 1.12 4.69
C -0.12 3.92 4.17
C 2.23 4.25 2.69
C 1.44 -4.60 -2.28
C 2.05 4.93 3.89
C -2.31 3.11 -0.23
C 2.58 0.13 1.69
C 3.13 -0.58 -2.96
C 2.68 -5.65 -3.98
C 5.12 -0.42 -1.60
C -1.04 -4.40 -1.79
C 2.31 -0.49 -1.86
C 3.87 -5.31 -3.30
C 0.87 4.78 4.62
C -2.88 -0.28 -0.73
C 2.92 -0.26 -0.61
C 0.09 3.22 2.98
C 0.85 -3.48 -0.42
H 4.31 0.27 2.93
H -4.55 -1.11 -3.54
H 2.77 -3.25 0.27
H 2.75 -6.21 -4.91
H -1.66 -3.97 -1.02
H -1.03 3.79 4.74
H 6.20 -0.41 -1.49
H -1.31 -3.99 -2.76
H 4.77 -4.35 -1.58
H -4.47 0.04 6.54
H -3.09 4.42 2.82
H 1.87 0.28 2.49
H -0.65 0.73 4.76
H 0.73 5.33 5.55
H 0.53 -5.59 -3.99
H -3.04 3.87 -2.10
H 5.15 -0.65 -3.71
H -5.59 1.23 4.68
H 3.14 4.40 2.12
H 1.36 2.90 1.28
H -1.69 2.36 -0.69
H 2.82 5.60 4.26
H -4.38 5.96 1.40
H -4.39 5.66 -1.06
H -4.24 2.17 2.84
H 5.88 -0.04 1.01
H -2.01 -0.21 6.58
H -2.88 -1.60 -5.39
H -4.96 -0.45 -1.17
H -3.01 0.01 0.30
H -0.52 -1.89 -6.04
H 2.73 -0.63 -3.96
H -1.19 -5.48 -1.81
H 1.28 -1.51 -4.44
H 4.82 -5.62 -3.72
*
```

Energy relative to the best compared isomer or geometry (same formula, charge and spin): 0.306 eV
Expectation value of S²: 6.05
Frontier orbital gap (alpha / beta): 6.99 / 5.99 eV



4 unconnected molecules or ions with the total composition C44H35BN2O11P2 in a non-equilibrium geometry, computed with wB97M-V/def2-TZVPD.

ORCA input file:
```
! RIJCOSX wB97M-V def2-TZVPD def2/J DEFGRID3
* xyz 0 1
P -6.23 1.53 2.94
P -3.39 -0.16 2.93
O -6.74 3.14 3.02
O -4.12 -1.24 1.85
O -12.15 -3.97 -1.53
O -6.89 0.89 1.53
O -8.87 0.12 -2.56
O 8.48 -0.43 -1.95
O 13.14 -1.59 0.36
O -3.71 -0.66 4.32
O 0.73 1.22 -0.05
O 6.04 1.56 0.44
O -1.76 -0.09 2.65
N -6.59 0.71 4.25
N -2.15 2.87 2.26
C 11.76 -1.20 -4.41
C 12.09 -1.30 -0.16
C 8.69 -0.31 2.22
C -3.62 2.90 2.33
C -11.39 -3.05 -1.78
C 10.74 -0.97 -2.25
C 2.17 2.20 -2.25
C 4.32 2.83 -3.14
C -12.17 -0.46 -5.07
C -9.61 -0.83 -2.35
C 4.16 1.91 -0.92
C -10.18 -2.83 -0.95
C -7.89 -2.46 0.57
C -9.31 -1.77 -1.24
C 2.94 2.71 -3.28
C 1.85 0.27 2.32
C 11.00 -0.98 2.05
C 3.86 -0.17 3.57
C -1.54 2.85 3.60
C 9.55 -0.67 -1.42
C -13.00 -1.54 -4.83
C 12.99 -1.46 -3.81
C -12.74 -2.39 -3.76
C 13.09 -1.48 -2.43
C 8.58 -0.32 0.84
C -8.77 -3.50 0.88
C 2.62 0.80 1.28
C 9.90 -0.65 2.83
C 4.01 0.86 1.40
C 4.62 0.37 2.55
C -8.16 -1.60 -0.48
C 4.83 1.45 0.32
C 1.95 1.27 0.05
C 9.68 -0.65 0.05
C -10.80 -1.07 -3.19
C 11.97 -1.25 -1.64
C 10.64 -0.96 -3.64
C 2.47 -0.21 3.46
C -9.91 -3.68 0.12
C -11.65 -2.15 -2.93
C 2.78 1.80 -1.06
C 4.93 2.43 -1.96
C 10.90 -0.98 0.66
C -11.07 -0.22 -4.26
B -4.30 1.51 2.70
H -6.98 -2.32 1.16
H 11.68 -1.19 -5.49
H 1.87 -0.62 4.26
H 9.99 -0.66 3.91
H -1.87 1.98 4.21
H 4.91 3.23 -3.95
H 1.10 2.11 -2.36
H -7.48 -0.79 -0.70
H -1.54 0.47 1.89
H -1.89 3.78 1.88
H -1.73 3.77 4.19
H 13.87 -1.63 -4.42
H -0.44 2.73 3.46
H 11.94 -1.24 2.52
H -10.59 -4.49 0.35
H 5.70 0.40 2.64
H 4.34 -0.56 4.46
H 14.05 -1.69 -1.96
H -3.50 -1.49 1.16
H 0.78 0.24 2.23
H -4.05 3.27 1.37
H -12.37 0.21 -5.91
H 9.69 -0.76 -4.11
H 2.46 3.01 -4.21
H 7.84 -0.04 2.83
H -3.95 3.64 3.12
H -13.40 -3.23 -3.57
H -8.55 -4.16 1.70
H -6.73 3.43 3.93
H 6.00 2.52 -1.85
H -10.42 0.62 -4.46
H -13.85 -1.73 -5.47
H 7.64 -0.05 0.37
H -6.18 0.96 0.88
H -7.10 1.38 4.85
*
```

Frontier orbital gap: 7.88 eV
SMILES: O=C1c2ccccc2C(=O)c2ccccc21.O=C1c2ccccc2C(=O)c2ccccc21.O=C1c2ccccc2C(=O)c2ccccc21.CNCB(P(=N)(O)O)P(=O)(O)O



DFT total energy? In order: -184323.793 -90956.350 eV.